# 1
ORCA calculation (ωB97M-V/def2-TZVPD) on a structure of composition C36H32AsFeN4O7S.

```
! wB97M-V def2-TZVPD RIJCOSX def2/J DEFGRID3
* xyz 0 2
Fe 0.433 -0.416 -0.136
O 2.484 0.050 3.510
C 1.604 0.135 2.677
O 1.646 -0.307 1.465
C 0.330 0.946 3.009
C 0.187 2.054 1.950
C -0.746 3.146 2.486
C -2.115 2.421 2.419
C -1.717 1.071 1.800
O -0.624 1.430 0.935
C -1.019 0.205 2.853
C -0.873 -1.258 2.354
O -0.732 -2.138 3.177
O -0.964 -1.402 1.069
H 0.471 1.341 4.012
H 1.126 2.398 1.522
H -0.467 3.452 3.492
H -0.721 4.019 1.834
H -2.576 2.289 3.395
H -2.816 2.948 1.771
H -2.494 0.560 1.241
H -1.561 0.156 3.795
N 6.997 2.676 0.407
C 5.950 1.989 -0.155
C 5.530 2.283 -1.461
C 4.509 1.565 -2.044
C 3.897 0.543 -1.327
C 4.295 0.232 -0.035
C 5.321 0.950 0.544
S 2.533 -0.263 -2.084
O 2.773 -0.439 -3.482
O 2.189 -1.465 -1.313
N 1.225 0.623 -1.760
C 0.643 1.696 -2.343
N -0.684 1.781 -2.104
C -1.305 2.850 -2.567
C -0.660 3.837 -3.301
C 0.690 3.626 -3.524
N 1.350 2.578 -3.050
H 7.290 3.531 -0.028
H 7.150 2.599 1.396
H 6.010 3.085 -2.009
H 4.172 1.777 -3.050
H 3.796 -0.561 0.506
H 5.638 0.715 1.553
H -2.368 2.912 -2.351
H -1.178 4.708 -3.671
H 1.281 4.330 -4.101
C 0.691 -1.943 -6.324
C 1.372 -2.714 -5.394
C 0.960 -2.730 -4.074
C -0.156 -1.996 -3.679
C -0.844 -1.233 -4.617
C -0.421 -1.209 -5.936
As -0.651 -1.953 -1.808
C -0.629 -3.858 -1.384
C -0.413 -4.233 -0.060
C -0.405 -5.574 0.289
C -0.614 -6.544 -0.679
C -0.825 -6.172 -2.000
C -0.823 -4.834 -2.357
C -2.573 -1.612 -1.984
C -3.418 -2.463 -2.687
C -4.764 -2.157 -2.807
C -5.275 -1.007 -2.221
C -4.434 -0.156 -1.520
C -3.084 -0.455 -1.407
H 1.036 -1.902 -7.349
H 2.239 -3.287 -5.695
H 1.507 -3.305 -3.337
H -1.717 -0.669 -4.311
H -0.954 -0.608 -6.661
H -0.263 -3.471 0.695
H -0.229 -5.857 1.318
H -0.602 -7.591 -0.406
H -0.986 -6.930 -2.756
H -0.963 -4.550 -3.393
H -3.023 -3.363 -3.141
H -5.417 -2.817 -3.363
H -6.327 -0.772 -2.316
H -4.830 0.743 -1.064
H -2.408 0.210 -0.884
*
```

Properties
- electronic energy (Ha) = -6034.40827
- ΔE to the lowest compared entry with this formula, charge and spin (kcal per mole) = 20.43
- orbital gap (alpha / beta) (eV) = 6.09 / 7.29
- E_LUMO (alpha / beta) (Eh) = -0.0792 / -0.0359
- ⟨S²⟩ = 0.8194

***

# 2
ORCA calculation (ωB97M-V/def2-TZVPD) on a structure of composition C35H31BCoN10O2Se.

```
! wB97M-V def2-TZVPD RIJCOSX def2/J DEFGRID3
* xyz 0 2
Co -0.068 -0.609 -0.298
C 1.443 4.657 -0.827
C 1.099 3.479 0.024
C 1.052 3.385 1.396
C 0.676 2.056 1.661
N 0.505 1.399 0.519
N 0.767 2.275 -0.485
B 0.637 1.866 -1.994
N -0.845 1.468 -2.211
N -1.476 0.832 -1.197
C -2.780 0.973 -1.413
C -2.994 1.648 -2.626
C -1.734 1.962 -3.093
C -1.333 2.723 -4.314
C -3.793 0.520 -0.445
C -5.058 0.120 -0.871
C -6.000 -0.331 0.043
C -5.692 -0.376 1.397
C -4.444 0.051 1.833
C -3.502 0.500 0.919
N 1.614 0.699 -2.206
N 1.711 -0.198 -1.201
C 2.791 -0.935 -1.423
C 3.385 -0.530 -2.628
C 2.614 0.521 -3.086
C 2.787 1.368 -4.304
C 3.226 -1.956 -0.459
C 4.055 -3.000 -0.854
C 4.441 -3.973 0.056
C 4.015 -3.905 1.376
C 3.207 -2.852 1.783
C 2.816 -1.887 0.871
C 0.487 1.425 2.983
C 0.106 0.092 3.109
C -0.066 -0.489 4.356
C 0.138 0.256 5.508
C 0.519 1.586 5.397
C 0.694 2.162 4.147
H 1.686 5.505 -0.189
H 0.608 4.939 -1.471
H 2.300 4.448 -1.468
H 1.270 4.174 2.097
H 0.924 2.781 -2.715
H -3.939 1.937 -3.059
H -2.212 2.927 -4.922
H -0.617 2.157 -4.912
H -0.866 3.675 -4.055
H -5.298 0.149 -1.927
H -6.974 -0.656 -0.304
H -6.425 -0.733 2.110
H -4.204 0.039 2.890
H -2.531 0.847 1.256
H 4.279 -0.920 -3.087
H 3.618 0.988 -4.895
H 2.997 2.407 -4.041
H 1.889 1.359 -4.923
H 4.382 -3.065 -1.884
H 5.068 -4.794 -0.268
H 4.310 -4.669 2.083
H 2.880 -2.784 2.813
H 2.207 -1.050 1.197
H -0.052 -0.488 2.213
H -0.357 -1.531 4.436
H 0.002 -0.195 6.483
H 0.685 2.178 6.288
H 0.995 3.200 4.079
Se -3.705 -2.836 -2.578
N -4.331 -3.645 -1.144
C -3.571 -3.239 -0.152
C -3.684 -3.690 1.198
C -2.795 -3.207 2.081
C -1.798 -2.270 1.671
N -1.642 -1.800 0.479
C -2.521 -2.290 -0.486
N -2.442 -1.952 -1.747
H -4.446 -4.408 1.473
H -2.814 -3.525 3.115
H -1.090 -1.920 2.409
O 0.495 -3.724 0.253
N 0.434 -3.568 -0.951
O 0.324 -2.335 -1.329
*
```

Properties
- electronic energy (Ha) = -5859.46757
- ΔE to the lowest compared entry with this formula, charge and spin (kcal per mole) = 6.35
- orbital gap (alpha / beta) (eV) = 6.98 / 6.95
- E_LUMO (alpha / beta) (Eh) = -0.0418 / -0.0418
- ⟨S²⟩ = 1.1164

***

# 3
ORCA calculation (ωB97M-V/def2-TZVPD) on a structure of composition C35H33N4NiO3P2.

```
! wB97M-V def2-TZVPD RIJCOSX def2/J DEFGRID3
* xyz 1 3
Ni -0.215 -0.386 0.144
O -0.593 -0.122 2.228
C 0.599 -0.288 1.886
C 1.949 -0.231 2.294
C 2.410 -0.202 3.630
C 3.769 -0.273 3.860
C 4.690 -0.364 2.808
C 4.232 -0.373 1.492
C 2.878 -0.293 1.235
P 1.979 -0.261 -0.323
C 2.420 1.269 -1.188
C 1.975 1.488 -2.495
C 2.245 2.694 -3.124
C 2.943 3.695 -2.457
C 3.377 3.486 -1.156
C 3.118 2.277 -0.522
C 2.533 -1.663 -1.320
C 2.016 -2.919 -1.000
C 2.432 -4.043 -1.694
C 3.364 -3.921 -2.717
C 3.885 -2.677 -3.037
C 3.472 -1.547 -2.341
H 1.707 -0.153 4.452
H 4.129 -0.264 4.880
H 5.748 -0.426 3.017
H 4.937 -0.436 0.670
H 1.402 0.726 -3.009
H 1.906 2.852 -4.140
H 3.154 4.632 -2.955
H 3.931 4.257 -0.636
H 3.476 2.116 0.487
H 1.285 -3.018 -0.205
H 2.024 -5.013 -1.440
H 3.681 -4.798 -3.266
H 4.612 -2.582 -3.834
H 3.887 -0.581 -2.600
O -0.940 -1.369 -3.718
C -0.945 -1.180 -2.518
O -0.461 -0.175 -1.879
C -1.542 -2.245 -1.611
C -2.312 -3.282 -2.178
C -2.870 -4.204 -1.356
C -2.635 -4.137 0.039
C -3.156 -5.097 0.943
C -2.863 -5.029 2.270
C -2.027 -3.995 2.752
C -1.520 -3.050 1.910
C -1.829 -3.091 0.529
N -1.311 -2.133 -0.322
H -2.428 -3.298 -3.252
H -3.482 -5.006 -1.754
H -3.782 -5.893 0.557
H -3.254 -5.768 2.957
H -1.783 -3.956 3.806
H -0.888 -2.263 2.277
C -2.460 4.778 0.491
N -2.288 3.855 1.710
C -3.607 3.085 1.921
N -3.991 2.397 0.741
C -4.106 3.326 -0.383
N -2.854 4.039 -0.655
C -1.794 3.150 -1.164
P -1.349 1.820 0.040
C -1.124 2.915 1.511
C -3.078 1.282 0.429
H -1.504 5.279 0.348
H -3.226 5.497 0.777
H -2.122 4.430 2.536
H -4.339 3.844 2.197
H -3.428 2.403 2.749
H -4.882 4.058 -0.159
H -4.396 2.771 -1.273
H -0.904 3.738 -1.398
H -2.120 2.692 -2.098
H -0.235 3.533 1.381
H -1.012 2.302 2.405
H -3.046 0.574 1.258
H -3.465 0.746 -0.440
*
```

Properties
- electronic energy (Ha) = -3989.07990
- ΔE to the lowest compared entry with this formula, charge and spin (kcal per mole) = 0.00
- orbital gap (alpha / beta) (eV) = 5.73 / 7.74
- E_LUMO (alpha / beta) (Eh) = -0.0989 / -0.0989
- ⟨S²⟩ = 2.0452

***

# 4
ORCA calculation (ωB97M-V/def2-TZVPD) on a cluster of 2 separate species, C6H9N in total.

```
! wB97M-V def2-TZVPD RIJCOSX def2/J DEFGRID3
* xyz 0 1
C 1.016 1.228 -1.004
C 0.981 -0.019 -1.454
N -0.122 0.904 -1.886
H 1.675 2.079 -0.928
H 1.601 -0.740 -1.964
H 0.080 1.265 -2.829
C 0.095 1.623 0.953
C -0.368 0.379 1.160
C -0.472 -0.839 0.788
C -1.125 -2.101 1.239
H 0.945 1.986 1.529
H -0.579 2.384 0.564
H 0.156 -0.853 -0.217
H -0.385 -2.896 1.378
H -1.843 -2.451 0.490
H -1.654 -1.951 2.181
*
```

Properties
- electronic energy (Ha) = -288.53612
- ΔE to the lowest compared entry with this formula, charge and spin (kcal per mole) = 154.32
- SMILES = C1=CN1.C=C=CC
- orbital gap (eV) = 8.60
- E_LUMO (Eh) = 0.0331

***

# 5
ORCA calculation (ωB97M-V/def2-TZVPD) on a structure of composition C22H32Br2Ge2N3O8P2W.

```
! wB97M-V def2-TZVPD RIJCOSX def2/J DEFGRID3
* xyz 0 4
W 0.302 0.229 -0.491
Br -2.078 -0.776 -0.709
C -3.833 0.277 -3.734
Br -0.737 1.557 -2.464
H -4.638 0.048 -3.055
H -3.794 1.247 -4.202
O -0.762 4.083 0.278
P 0.164 2.926 0.827
O 0.729 3.143 2.145
O -0.682 1.611 0.603
O 1.276 2.844 -0.373
P 2.536 2.151 -1.061
O 2.606 2.878 -2.465
O 3.765 2.142 -0.282
O 1.938 0.726 -1.502
H -1.154 3.831 -0.573
H 3.357 3.488 -2.502
C 1.474 -0.669 -4.032
Ge 0.396 -1.706 -2.765
C -1.272 -2.178 -3.588
C 1.347 -3.430 -2.567
Ge 0.680 -2.315 0.340
C -0.280 -4.014 0.224
C 0.517 -5.160 0.259
C -0.052 -6.424 0.248
C -1.432 -6.561 0.193
C -2.233 -5.428 0.154
C -1.662 -4.164 0.171
C 2.573 -2.604 0.698
C 2.924 -3.327 1.836
C 4.256 -3.447 2.212
C 5.247 -2.846 1.452
C 4.907 -2.132 0.310
C 3.579 -2.011 -0.063
H 1.662 -1.382 -4.841
H 2.417 -0.328 -3.621
H 0.907 0.179 -4.405
H -1.285 -2.185 -4.673
H -3.014 -0.416 -3.844
H -2.075 -2.697 -3.086
H 1.609 -3.655 -3.606
H 0.702 -4.226 -2.207
H 2.271 -3.407 -1.992
H 1.597 -5.075 0.289
H 0.584 -7.299 0.280
H -1.882 -7.545 0.182
H -3.310 -5.525 0.112
H -2.303 -3.294 0.143
H 2.164 -3.805 2.445
H 4.513 -3.999 3.106
H 6.281 -2.909 1.760
H 5.676 -1.641 -0.271
H 3.327 -1.412 -0.932
C -0.290 -2.503 3.554
C -0.758 -1.246 2.836
C -0.304 -0.003 3.586
C -2.266 -1.247 2.659
O -0.085 -1.216 1.537
H -0.808 -2.588 4.511
H 0.781 -2.452 3.755
H -0.515 -3.401 2.974
H -0.826 0.057 4.542
H -0.522 0.897 3.016
H 0.768 -0.038 3.786
H -2.731 -1.276 3.645
H -2.601 -2.119 2.097
H -2.597 -0.346 2.145
N 5.907 0.511 2.441
C 4.754 0.492 2.456
N 3.434 0.437 2.597
C 2.601 0.433 1.684
N 1.711 0.348 0.905
*
```

Properties
- electronic energy (Ha) = -11675.51594
- ΔE to the lowest compared entry with this formula, charge and spin (kcal per mole) = 0.00
- orbital gap (alpha / beta) (eV) = 6.07 / 6.16
- E_LUMO (alpha / beta) (Eh) = -0.0900 / -0.1170
- ⟨S²⟩ = 3.7685

***

# 6
ORCA calculation (ωB97M-V/def2-TZVPD) on a cluster of 4 separate species, C3H15NO3 in total.

```
! wB97M-V def2-TZVPD RIJCOSX def2/J DEFGRID3
* xyz 0 1
C 0.182 -0.502 1.353
N 1.315 0.046 0.508
C 2.622 -0.172 1.087
C 1.132 -0.521 -0.780
H -0.427 0.444 1.557
H 0.429 -1.030 2.316
H -0.437 -1.165 0.684
H 3.142 0.824 1.148
H 2.472 -0.304 2.115
H 3.373 -1.014 0.781
H 2.140 -0.575 -1.531
H 0.359 0.204 -1.316
H 0.703 -1.503 -0.867
O -2.229 -1.728 -1.059
H -3.033 -2.146 -0.759
H -2.154 -0.797 -1.074
O -0.546 2.028 -0.829
H -0.446 2.547 0.007
H 0.054 1.333 -0.625
O -2.951 0.959 -0.845
H -2.133 1.349 -0.769
H -3.567 1.723 -1.100
*
```

Properties
- electronic energy (Ha) = -403.66926
- ΔE to the lowest compared entry with this formula, charge and spin (kcal per mole) = 74.04
- SMILES = CN(C)C.O.O.O
- orbital gap (eV) = 9.69
- E_LUMO (Eh) = 0.0257

***

# 7
ORCA calculation (ωB97M-V/def2-TZVPD) on a structure of composition C45H50GeIrN2O2P2S.

```
! wB97M-V def2-TZVPD RIJCOSX def2/J DEFGRID3
* xyz 0 6
Ir 0.522 0.149 -0.489
C 1.638 -1.370 2.630
C 0.142 -1.468 2.901
P -0.938 -1.149 1.426
C -2.508 -0.853 2.331
C -3.105 0.404 2.351
C -4.249 0.631 3.106
C -4.808 -0.397 3.847
C -4.223 -1.657 3.830
C -3.082 -1.885 3.078
C -1.233 -2.843 0.784
C -2.482 -3.219 0.289
C -2.672 -4.470 -0.278
C -1.614 -5.363 -0.371
C -0.361 -4.991 0.093
C -0.173 -3.738 0.654
P 2.106 -0.027 1.472
C 2.013 1.521 2.423
C 2.130 2.712 1.702
C 2.109 3.932 2.355
C 1.968 3.977 3.737
C 1.830 2.801 4.456
C 1.853 1.574 3.802
C 3.916 -0.312 1.436
C 4.843 0.699 1.677
C 6.203 0.440 1.577
C 6.653 -0.826 1.238
C 5.736 -1.838 0.984
C 4.378 -1.578 1.070
H 1.995 -2.297 2.182
H 2.218 -1.224 3.543
H -0.153 -0.719 3.639
H -0.118 -2.450 3.301
H -2.680 1.206 1.771
H -4.701 1.615 3.108
H -5.701 -0.223 4.434
H -4.659 -2.467 4.400
H -2.642 -2.874 3.065
H -3.315 -2.530 0.346
H -3.652 -4.747 -0.647
H -1.763 -6.339 -0.815
H 0.475 -5.674 0.008
H 0.820 -3.452 0.975
H 2.214 2.675 0.620
H 2.188 4.848 1.785
H 1.956 4.930 4.250
H 1.708 2.832 5.532
H 1.740 0.667 4.382
H 4.508 1.693 1.939
H 6.912 1.237 1.759
H 7.715 -1.025 1.164
H 6.078 -2.826 0.705
H 3.676 -2.364 0.817
O -0.515 1.538 1.239
N -0.957 2.735 1.044
C -1.234 3.574 2.143
C -1.704 4.809 1.920
C -1.942 5.306 0.585
C -1.654 4.465 -0.489
C -1.168 3.186 -0.309
S -0.755 2.100 -1.545
H -1.022 3.144 3.109
H -1.889 5.440 2.780
H -2.328 6.301 0.428
H -1.803 4.791 -1.510
C -5.056 -1.245 -3.104
Ge -3.823 0.230 -2.698
C -2.886 0.653 -4.362
C -4.846 1.770 -2.056
C -2.664 -0.377 -1.283
H -5.769 -0.952 -3.876
H -5.612 -1.538 -2.212
H -4.498 -2.113 -3.461
H -3.522 1.287 -4.982
H -2.664 -0.259 -4.917
H -1.954 1.185 -4.173
H -4.984 2.510 -2.845
H -4.325 2.253 -1.228
H -5.830 1.452 -1.709
H -2.106 -1.297 -1.391
H -2.906 -0.099 -0.263
C -0.344 -2.938 -3.132
C 0.701 -1.902 -2.745
C 2.107 -2.429 -2.985
O 0.500 -1.576 -1.376
H -0.223 -3.225 -4.178
H -1.351 -2.539 -2.997
H -0.244 -3.824 -2.503
H 0.551 -1.014 -3.369
H 2.276 -3.320 -2.372
H 2.854 -1.683 -2.726
H 2.235 -2.697 -4.035
N 5.727 2.065 -5.520
C 4.915 1.795 -4.753
C 3.906 1.450 -3.785
C 2.558 1.639 -4.065
C 1.595 1.321 -3.122
C 1.922 0.795 -1.860
C 3.286 0.579 -1.635
C 4.265 0.910 -2.560
H 2.262 2.040 -5.026
H 0.570 1.491 -3.408
H 3.622 0.128 -0.726
H 5.309 0.735 -2.332
*
```

Properties
- electronic energy (Ha) = -5266.64004
- ΔE to the lowest compared entry with this formula, charge and spin (kcal per mole) = 23.62
- orbital gap (alpha / beta) (eV) = 5.37 / 5.92
- E_LUMO (alpha / beta) (Eh) = 0.0127 / -0.0703
- ⟨S²⟩ = 8.7900

***

# 8
ORCA calculation (ωB97M-V/def2-TZVPD) on the molecule C2H5NOS.

```
! wB97M-V def2-TZVPD RIJCOSX def2/J DEFGRID3
* xyz 0 1
C -1.646 0.480 0.077
S -0.662 -0.962 -0.293
N 0.749 -0.584 0.476
C 1.775 -0.097 -0.410
O 2.943 -0.090 -0.010
H -1.499 1.438 -0.430
H -2.630 0.256 -0.301
H -1.665 0.528 1.136
H 1.124 -1.198 1.218
H 1.511 0.227 -1.464
*
```

Properties
- electronic energy (Ha) = -607.36285
- ΔE to the lowest compared entry with this formula, charge and spin (kcal per mole) = 27.59
- SMILES = CSNC=O
- orbital gap (eV) = 10.12
- E_LUMO (Eh) = 0.0312